Formula: C54H46BF4N4P2SSb2Se2Ta
Source: OMol25
Level of theory: ωB97M-V/def2-TZVPD

* LUMO: -0.2729 hartree
* maximum force: 1.9 eV Å⁻¹
* orbital gap: 4.78 eV
* total energy: -248977.0394 eV
* highest occupied orbital energy: -12.2 eV
* net charge: +2

```
117
Properties=species:S:1:pos:R:3:forces:R:3
Ta 0.3837 0.3018 0.2477 0.78 1.72 -0.44
C -3.5275 -0.7815 -0.3897 -0.13 -0.01 -0.16
C -4.0798 -0.4947 1.0040 -0.08 -0.04 -0.02
C -3.3331 0.5406 1.8257 0.01 0.25 0.03
Sb -1.3834 0.0024 2.4745 -0.19 -0.19 0.64
C -1.0961 1.3618 4.0471 0.05 0.06 -0.03
C -0.4589 0.9223 5.2006 0.00 -0.01 0.07
C -0.3079 1.7971 6.2682 -0.02 -0.03 -0.07
C -0.7935 3.0920 6.1779 0.00 0.01 0.01
C -1.4290 3.5261 5.0232 0.01 -0.02 -0.03
C -1.5758 2.6637 3.9479 -0.03 0.04 0.01
C -1.6942 -1.7552 3.5527 0.03 -0.17 0.06
C -2.9001 -1.9113 4.2311 0.10 -0.14 0.06
C -3.0927 -3.0221 5.0393 0.02 0.02 -0.04
C -2.0847 -3.9666 5.1736 -0.04 0.02 0.01
C -0.8833 -3.8100 4.5006 -0.01 0.10 -0.05
C -0.6849 -2.7025 3.6874 0.05 -0.05 -0.05
Sb -1.5796 -1.6180 -0.5744 0.25 -0.12 -0.13
C -1.6140 -2.4574 -2.5043 -0.07 -0.10 -0.01
C -0.8706 -2.0613 -3.6075 -0.09 -0.08 -0.01
C -1.0533 -2.7118 -4.8214 0.00 0.01 0.06
C -1.9637 -3.7490 -4.9314 0.03 0.03 -0.03
C -2.6942 -4.1545 -3.8266 -0.05 -0.02 0.10
C -2.5199 -3.5150 -2.6103 0.04 0.03 -0.14
C -1.6865 -3.4021 0.5248 -0.02 -0.21 0.14
C -2.9013 -3.8331 1.0532 0.11 -0.06 0.06
C -2.9831 -5.0564 1.7046 0.02 0.08 -0.05
C -1.8598 -5.8586 1.8183 0.04 -0.03 -0.01
C -0.6539 -5.4484 1.2703 -0.07 0.09 -0.04
C -0.5659 -4.2238 0.6240 0.01 -0.06 -0.05
H -3.4953 0.1232 -1.0056 -0.04 -0.07 0.06
H -4.1612 -1.5027 -0.9175 0.01 0.12 0.07
H -4.1644 -1.4164 1.5795 -0.01 0.02 0.03
H -5.1025 -0.1305 0.8763 -0.04 -0.01 -0.02
H -3.8585 0.7564 2.7604 -0.02 -0.01 -0.11
H -3.2247 1.4876 1.2888 -0.04 -0.07 0.05
H -0.0989 -0.0969 5.2904 -0.01 0.02 -0.02
H 0.1799 1.4621 7.1710 0.04 -0.02 0.06
H -0.6802 3.7678 7.0123 0.01 0.04 0.06
H -1.8076 4.5365 4.9603 -0.02 0.03 -0.01
H -2.0659 3.0185 3.0476 0.02 -0.02 0.01
H -3.6887 -1.1771 4.1529 -0.08 0.11 -0.01
H -4.0259 -3.1449 5.5697 -0.05 -0.01 0.03
H -2.2366 -4.8268 5.8093 -0.01 -0.05 0.04
H -0.1014 -4.5467 4.6084 0.07 -0.05 0.00
H 0.2584 -2.5955 3.1568 -0.08 0.02 0.05
H -0.1554 -1.2611 -3.5583 0.12 0.17 0.02
H -0.4724 -2.3966 -5.6737 0.04 0.04 -0.07
H -2.1039 -4.2464 -5.8793 0.00 -0.03 -0.08
H -3.3994 -4.9694 -3.9075 -0.03 -0.03 0.01
H -3.0844 -3.8586 -1.7550 -0.06 -0.02 0.09
H -3.7966 -3.2381 0.9568 -0.05 0.02 -0.03
H -3.9272 -5.3846 2.1128 -0.08 -0.02 0.03
H -1.9282 -6.8121 2.3212 0.00 -0.06 0.03
H 0.2159 -6.0839 1.3389 0.09 -0.05 0.00
H 0.3788 -3.9306 0.1822 -0.06 -0.02 0.03
Se 2.2929 -1.7277 -5.9870 0.06 -0.01 0.00
P 2.9551 0.1239 -5.2590 -0.17 0.01 0.20
C 4.7148 0.1765 -4.8837 0.12 -0.06 -0.09
C 5.5625 -0.6599 -5.6096 -0.01 0.06 0.04
C 6.9281 -0.6170 -5.3892 -0.02 0.04 0.02
C 7.4547 0.2541 -4.4433 -0.02 -0.02 -0.02
C 6.6156 1.0955 -3.7287 0.02 -0.01 0.02
C 5.2481 1.0619 -3.9549 -0.01 0.01 0.04
C 2.5924 1.5569 -6.2838 -0.04 0.01 -0.07
C 2.9735 2.8350 -5.8774 0.03 -0.03 0.07
C 2.7126 3.9216 -6.6882 -0.04 0.00 -0.08
C 2.0765 3.7369 -7.9113 0.03 0.00 0.05
C 1.7000 2.4687 -8.3177 0.01 -0.02 0.02
C 1.9544 1.3739 -7.5036 0.00 -0.01 0.03
C 2.0695 0.4775 -3.6859 0.21 -0.06 -0.24
C 2.1002 -0.0556 -2.4141 -0.01 -0.48 0.00
N 0.9147 0.2888 -1.8168 0.14 0.25 -0.42
N 0.2395 1.0543 -2.7031 -0.57 0.18 0.33
N 0.8962 1.1663 -3.7943 0.13 -0.15 0.04
P 3.2002 -1.1513 -1.5382 -0.20 -0.04 0.09
Se 2.0001 -1.7301 0.2356 0.03 -0.40 -0.03
C 4.6154 -0.2867 -0.9124 0.16 0.11 0.05
C 4.5076 1.0837 -0.6664 0.00 -0.04 -0.11
C 5.5439 1.7513 -0.0395 -0.01 -0.05 -0.04
C 6.6837 1.0533 0.3380 0.02 -0.01 0.00
C 6.7865 -0.3109 0.1042 -0.01 0.00 -0.01
C 5.7493 -0.9928 -0.5105 -0.01 0.02 0.01
C 3.6093 -2.5921 -2.4823 0.10 0.00 -0.13
C 2.6650 -3.6092 -2.6355 -0.02 0.01 -0.04
C 2.9427 -4.6729 -3.4718 0.03 0.03 0.04
C 4.1557 -4.7258 -4.1474 0.00 0.03 0.02
C 5.0909 -3.7136 -4.0002 -0.05 0.01 0.01
C 4.8215 -2.6357 -3.1749 -0.01 -0.05 0.09
H 5.1415 -1.3490 -6.3294 -0.03 -0.03 -0.03
H 7.5839 -1.2606 -5.9561 0.06 -0.05 -0.05
H 8.5210 0.2853 -4.2745 0.07 0.00 0.02
H 7.0265 1.7835 -3.0038 0.01 0.04 0.05
H 4.6018 1.7320 -3.4054 -0.05 0.04 0.07
H 3.4747 2.9901 -4.9303 0.00 0.00 0.01
H 3.0074 4.9119 -6.3748 0.02 0.07 0.02
H 1.8797 4.5869 -8.5477 -0.01 0.06 -0.04
H 1.2090 2.3265 -9.2689 -0.03 -0.01 -0.05
H 1.6631 0.3780 -7.8099 0.00 -0.02 -0.01
H 3.6200 1.6242 -0.9705 0.11 -0.01 -0.03
H 5.4649 2.8112 0.1533 -0.01 0.05 0.01
H 7.4946 1.5757 0.8245 0.04 0.02 0.02
H 7.6724 -0.8479 0.4099 0.04 -0.02 0.01
H 5.8256 -2.0609 -0.6655 -0.01 -0.01 -0.02
H 1.7150 -3.5651 -2.1184 -0.03 0.02 0.03
H 2.2161 -5.4611 -3.5988 -0.05 -0.04 -0.01
H 4.3692 -5.5609 -4.7979 0.01 -0.06 -0.04
H 6.0272 -3.7530 -4.5378 0.04 0.00 -0.02
H 5.5459 -1.8387 -3.0822 0.02 0.04 0.02
S -2.2102 3.7437 -1.3472 -0.13 0.25 -0.11
C -1.5441 2.4850 -0.7868 -0.05 -0.19 -0.04
N -1.0251 1.4861 -0.3258 0.14 -0.22 0.01
F 1.6928 2.2689 -0.1146 -0.09 -0.11 -0.12
B 1.7898 2.3592 1.3204 -0.35 -0.12 -0.02
F 2.0899 0.9464 1.6187 -0.21 -0.39 0.06
F 2.6257 3.2463 1.8005 0.21 0.14 0.11
F 0.4369 2.3959 1.7210 -0.06 0.08 0.06
```
Forces are in eV/Å.